[1]
Here is a molecular structure, C14H17Cl2NO2 at a distorted geometry from the Open Molecules 2025 dataset. Energies are from ωB97M-V/def2-TZVPD.

Structure (XYZ):
```
36
Properties=species:S:1:pos:R:3:forces:R:3:lowdin_charge:R:1
O -1.487800 -2.120637 -1.237566 1.2579 -2.2940 -1.7718 0.071
C -1.469515 -0.963007 -0.979052 -3.6026 3.0599 3.5004 -0.550
N -2.101403 -0.471242 0.113181 -2.4391 -6.7207 0.8106 -0.064
C -2.429042 0.787912 0.481756 -2.3277 2.7067 -4.0204 -0.163
H -2.554432 0.692132 1.442114 -0.0415 0.7557 5.7537 0.078
C -3.798596 1.303716 -0.104522 2.4578 4.6585 0.3041 -0.180
H -3.814743 1.016845 -1.052999 0.7080 -1.0668 -4.7390 0.055
H -3.741213 2.499358 -0.188002 -0.0342 -2.3939 0.4320 0.171
C -5.097318 0.896115 0.355628 2.5870 -3.0953 6.2143 -0.174
C -5.106497 -0.700359 0.463791 -6.3913 4.9324 2.4395 -0.217
C -4.283188 -1.091529 1.534510 2.8300 -7.2360 -0.1898 -0.248
C -2.925276 -1.500889 0.890878 5.1835 -3.1819 2.7213 -0.115
H -2.816065 -2.689741 0.276413 -0.8665 4.2695 1.8000 0.208
H -2.123213 -1.676621 1.877725 -2.2102 0.0148 -2.4607 0.169
H -4.659604 -2.254758 1.722758 0.9924 2.7041 0.2625 0.167
H -4.242631 -0.670920 2.515999 -0.0991 0.9469 0.0946 0.109
H -6.141925 -1.083521 0.760802 0.7031 1.0486 -0.7315 0.137
H -4.954434 -1.111808 -0.433971 1.2317 -1.7010 -3.3638 0.079
H -5.040590 1.355033 1.407649 -0.9495 -1.1681 -0.5971 0.140
H -5.906932 1.321382 -0.011713 -3.4732 1.8472 -2.5942 0.058
H -1.666002 1.415473 0.133813 0.8057 1.4664 0.4046 0.107
C -1.069324 0.229224 -1.675832 6.1819 0.2539 -7.0977 -0.085
O 0.000500 1.019404 -1.078166 -0.8005 -0.7046 0.9208 -0.122
C 1.095125 0.365724 -0.547288 -3.2496 -4.9355 -6.5365 -0.353
C 1.506137 -0.844255 -1.164710 0.8450 -4.1958 4.2214 0.099
C 2.806642 -1.477253 -0.478091 -8.5820 -2.1015 -6.0949 -0.149
C 3.609563 -0.844732 0.193941 2.1264 11.6932 3.5489 -0.802
C 3.308135 0.830964 0.388225 -3.6530 -7.6510 -1.7461 0.022
C 1.978525 1.108037 0.074945 6.8036 3.4453 3.1607 -0.672
Cl 1.657712 2.750860 0.307523 -1.0111 1.9560 0.3855 0.776
H 3.958883 1.436389 0.892175 1.5235 1.5040 0.9721 0.052
Cl 5.082468 -1.287698 0.635916 3.8014 -1.5586 1.5562 0.792
H 3.012534 -2.493642 -0.610691 -0.0829 -1.5318 -0.7161 0.088
H 0.811584 -1.818374 -1.443828 1.5281 3.3135 0.1224 0.156
H -0.530814 -0.432409 -2.691422 -1.2388 2.3968 2.1746 0.204
H -1.646947 1.058382 -2.152738 -0.5142 -1.4371 0.8595 0.158
```
Forces are in eV/Å.

Summary:
charge: 0
Kohn-Sham gap: 8.5 eV
energy: -45413.3887 eV

---

[2]
Here is a molecular structure, C14H17CrN3O at a distorted geometry from the Open Molecules 2025 dataset. Energies are from ωB97M-V/def2-TZVPD.

Structure (XYZ):
```
36
Properties=species:S:1:pos:R:3:forces:R:3:mulliken_spin:R:1
C -2.366132 -1.486764 1.344125 -2.6197 0.6825 -0.8429 -0.280
C -2.683973 1.446785 -0.918671 -1.8441 0.0205 -0.2691 0.189
H -2.615857 -2.393990 0.757398 0.3121 0.2488 0.2800 0.000
H -3.237982 -0.802068 1.198473 -0.5389 -0.5472 0.5693 0.007
H -2.283649 -1.667612 2.421424 0.1245 0.1022 -0.4477 -0.002
H -2.451465 1.918777 -1.867608 0.4896 0.1751 0.2173 -0.014
H -3.077030 0.438326 -1.209721 0.4494 -0.2480 0.2107 0.007
H -3.596647 1.905520 -0.495594 0.6093 0.0074 -0.3425 0.018
C 0.005124 -2.579773 0.986377 0.4003 -0.6911 -0.5404 0.036
C 0.910484 -3.633938 0.777958 0.2019 0.4012 0.1900 0.003
C 1.837398 -3.565043 -0.259576 -0.5058 -0.1432 -0.1963 0.005
C 1.802636 -2.433257 -1.057884 0.0093 0.8413 -0.1379 -0.002
H -0.664333 -2.675492 1.851899 0.2983 0.3636 -0.8545 0.001
H 0.893213 -4.485216 1.454988 0.0273 0.2497 -0.0668 0.000
H 2.571061 -4.364595 -0.452955 -0.5623 0.4350 0.1060 0.000
H 2.480434 -2.333260 -1.907683 -0.1133 -0.0901 0.4454 -0.001
N -0.061311 -1.495708 0.181876 2.0249 -0.3205 -0.3654 -0.022
C 0.941868 -1.353098 -0.741524 -0.5737 -1.9140 0.8336 0.031
C 1.244053 0.017044 -1.160013 0.5100 1.7481 -0.4540 -0.050
N 0.479865 1.009718 -0.625899 1.5888 -0.2082 -0.3882 -0.001
C 1.006214 2.244413 -0.677871 0.2646 -0.1636 -0.5203 0.010
C 2.945235 1.600438 -1.947579 -0.5821 -0.1266 0.1376 0.001
C 2.183871 2.591391 -1.339436 0.1512 -0.0813 0.0658 0.004
H 0.506224 3.036505 -0.145955 -0.1949 -0.1531 -0.1208 -0.001
H 2.496525 3.632039 -1.337355 -0.0044 -0.1986 0.0754 0.000
C 2.446201 0.307248 -1.849913 -0.2123 -0.4541 0.2002 0.005
H 3.027637 -0.519057 -2.245195 -0.0531 0.2304 0.0505 0.000
H 3.905502 1.808566 -2.431694 -0.4935 -0.0896 0.1332 0.000
Cr -1.608149 0.172049 0.353941 1.7776 -1.1095 1.8482 3.751
C -1.629889 2.440557 0.535540 -1.4311 3.1862 -0.9130 0.242
H -1.451333 3.132083 -0.319405 -0.4113 -0.2832 0.5403 0.001
H -0.834056 2.769177 1.243842 -0.0574 -1.7085 -0.2941 0.000
H -2.549385 2.811795 1.020554 0.3693 -0.3917 -0.1943 -0.015
O 0.717800 1.152445 3.671936 -0.3925 -0.2069 -0.2929 0.031
C -0.184972 0.824818 2.954051 -0.7344 -0.1111 -0.5803 0.054
N -1.105170 0.529182 2.237135 1.7160 0.5480 1.9175 -0.008
```
Forces are in eV/Å.

Summary:
spin multiplicity: 5
charge: 0
Kohn-Sham gap (alpha / beta): 6.4 / 6.9 eV
ΔE to the lowest compared entry with this formula, charge and spin: 5.357 eV
<S²>: 6.1283
energy: -49726.9813 eV

---

[3]
Here is 2 unconnected molecules or ions with the total composition C14H17F2N2O at a distorted geometry from the Open Molecules 2025 dataset. Energies are from ωB97M-V/def2-TZVPD.

Structure (XYZ):
```
36
Properties=species:S:1:pos:R:3:forces:R:3:lowdin_charge:R:1
C -1.905775 -2.957452 -0.097969 0.4203 -0.1594 -0.1013 -0.071
C -2.039898 -3.019161 -1.622346 0.4029 0.3052 0.4172 -0.143
C -1.211376 -1.976119 -2.372931 -0.7556 -0.2459 -0.0794 -0.281
F -0.834901 -2.473908 -3.589799 0.1197 -0.0481 -0.0865 0.055
N 0.017878 -1.592343 -1.681727 0.3176 -0.2040 -0.1645 0.017
C 1.050998 -2.417835 -1.532860 -0.2524 0.7165 0.2809 0.014
N 1.993994 -1.760898 -0.844265 -0.4576 -0.9186 -0.5413 0.191
C 1.553544 -0.497461 -0.548376 -0.3284 0.5969 -0.0836 -0.155
C 2.330902 0.521634 0.237011 -0.3546 -0.7729 0.4387 0.008
C 3.692972 -0.020875 0.544731 -0.6813 0.5065 -0.3768 -0.510
O 4.669204 0.223506 -0.040798 1.4126 0.2592 -0.6092 0.224
F 3.670424 -0.921012 1.518734 -0.1597 -0.6556 0.7465 0.141
C 0.304787 -0.385841 -1.091279 0.7701 -0.1660 0.3292 0.063
H -2.785667 -3.345631 0.395659 -0.2221 -0.0085 0.0244 0.084
H -1.708764 -1.956622 0.274022 -0.2041 0.2340 0.0543 0.070
H -1.073019 -3.575299 0.228550 0.1317 -0.0492 0.1013 0.075
H -3.077359 -2.862899 -1.886281 -0.1398 -0.1209 -0.3490 0.121
H -1.702555 -3.982832 -1.987300 -0.1935 -0.2744 -0.1053 0.122
H -1.807801 -1.090054 -2.560332 0.2105 0.4039 0.1486 0.168
H 1.073426 -3.420986 -1.908667 0.2270 -0.1842 -0.0252 0.177
H 2.871801 -2.205125 -0.612196 0.1383 0.2591 0.1627 0.188
H 1.804249 0.659783 1.178815 -0.1111 0.3623 0.0555 0.143
H 2.430797 1.448271 -0.306204 -0.0338 0.2250 -0.0905 0.142
H -0.340496 0.468657 -1.072681 -0.3023 0.0193 -0.0742 0.128
C -0.515123 3.216729 0.250637 0.0216 -0.0819 -0.0333 -0.118
C 0.253849 3.940179 1.152527 0.0437 -0.0145 -0.0086 -0.094
C 0.020355 3.817740 2.515460 0.0065 -0.0200 0.0067 -0.082
C -0.976653 2.968779 2.978065 0.0279 -0.0069 0.0056 -0.082
C -1.744375 2.242781 2.078309 0.0202 -0.0486 0.0040 -0.091
C -1.515360 2.371061 0.715105 0.0752 -0.0876 -0.0672 -0.123
H -0.339911 3.320109 -0.814128 -0.0328 0.0559 -0.0054 0.102
H 1.028826 4.604687 0.793335 -0.0111 0.0265 -0.0022 0.106
H 0.612383 4.388658 3.218130 0.0029 0.0073 0.0059 0.108
H -1.157091 2.875849 4.040563 -0.0090 0.0083 0.0080 0.108
H -2.521420 1.581627 2.439082 -0.0268 0.0239 0.0039 0.104
H -2.122845 1.812303 0.011406 -0.0725 0.0572 0.0100 0.093
```
Forces are in eV/Å.

Summary:
charge: +1
Kohn-Sham gap: 8.9 eV
energy: -25250.5515 eV

---

Among the records above, which one has the highest charge? C14H17F2N2O

---

The highest energy belongs to which entry? C14H17F2N2O